*w*
Density functional theory data (wB97M-V/def2-TZVPD) for the molecule C4H5BrO2S.

Its total charge is 0. As for the SMILES: O[C@H]1SC=C(Br)[C@@H]1O. As for the LUMO energy: 0.6 eV. For the HOMO energy, the calculation gives -8.80 eV.

Each atom is followed by the atoms it is bonded to, with distances in Å.
Positions of all 13 atoms, in Å:
1 O 1.49710 -0.16412 -1.51983  C2 1.393, H9 0.952
2 C 1.18043 0.02791 -0.17657  O1 1.393, S3 1.868, C7 1.520, H10 1.073
3 S 0.89503 1.79005 0.37212  C2 1.868, C4 1.762
4 C -0.84588 1.52449 0.31368  S3 1.762, C5 1.291, H11 1.076
5 C -1.22776 0.29454 0.22599  C4 1.291, Br6 1.902, C7 1.609
6 Br -3.03110 -0.13151 -0.20164  C5 1.902
7 C -0.05100 -0.80085 0.15233  C2 1.520, C5 1.609, O8 1.403, H12 1.039
8 O -0.12530 -1.63494 1.27740  C7 1.403, H13 0.953
9 H 0.77120 0.28046 -1.94506  O1 0.952
10 H 1.94665 -0.28343 0.50767  C2 1.073
11 H -1.47344 2.39355 0.22544  C4 1.076
12 H -0.31105 -1.39101 -0.66268  C7 1.039
13 H 0.77511 -1.90516 1.43114  O8 0.953

Results of the Löwdin charge analysis, in e, for atoms 1 through 2: number 1, O, carries -0.017; number 2, C, carries -0.573

=====

*x*
Density functional theory data (wB97M-V/def2-TZVPD) for the molecule C4H5BrO2S.

Its total charge is 0. As for the SMILES: O=C(/C=C(/O)Br)CS. As for the LUMO energy: 0.4 eV. For the HOMO energy, the calculation gives -9.26 eV.

Each atom is followed by the atoms it is bonded to, with distances in Å.
Positions of all 13 atoms, in Å:
1 O -0.51034 1.99015 -0.94712  C2 1.204
2 C -0.11147 1.02475 -0.34796  O1 1.204, C3 1.488, C7 1.510
3 C -0.89045 -0.24048 -0.27612  C2 1.488, C4 1.329, H9 1.080
4 C -0.53881 -1.42847 -0.75614  C3 1.329, O5 1.335, Br6 1.922
5 O -1.32952 -2.50163 -0.69126  C4 1.335, H10 0.968
6 Br 1.12880 -1.69706 -1.67378  C4 1.922
7 C 1.14415 1.06638 0.49065  C2 1.510, S8 1.834, H11 1.087, H12 1.090
8 S 0.63816 1.03432 2.25330  C7 1.834, H13 1.331
9 H -1.87601 -0.15171 0.15727  C3 1.080
10 H -0.92849 -3.30714 -1.04817  O5 0.968
11 H 1.76933 0.18611 0.36277  C7 1.087
12 H 1.71982 1.97213 0.30044  C7 1.090
13 H -0.21516 2.05264 2.17612  S8 1.331

Results of the Löwdin charge analysis, in e, for atoms 1 through 2: number 1, O, carries 0.102; number 2, C, carries -0.536

=====

Short version: *w* is the least stable of them.

=====

*w*
Density functional theory data (wB97M-V/def2-TZVPD) for the molecule C20H24N2O3.

Its total charge is 0. As for the SMILES: COc1ccc(CC(=O)Nc2ccccc2N2CCCC2)cc1OC. As for the LUMO energy: 0.7 eV. For the HOMO energy, the calculation gives -7.33 eV.

Each atom is followed by the atoms it is bonded to, with distances in Å.
Positions of all 49 atoms, in Å:
1 C 6.27931 0.18039 1.69110  O2 1.405, H26 1.089, H27 1.095, H28 1.096
2 O 5.47137 -0.35253 0.67328  C1 1.405, C3 1.362
3 C 4.32571 0.30761 0.34503  O2 1.362, C4 1.383, C23 1.415
4 C 3.86335 1.45983 0.95336  C3 1.383, C5 1.390, H29 1.078
5 C 2.67105 2.04841 0.54684  C4 1.390, C6 1.380, H30 1.080
6 C 1.93490 1.50161 -0.48489  C5 1.380, C7 1.504, C22 1.396
7 C 0.62290 2.08540 -0.93154  C6 1.504, C8 1.529, H31 1.092, H32 1.092
8 C -0.45717 1.00364 -0.92778  C7 1.529, O9 1.210, N10 1.361
9 O -1.15278 0.75132 -1.88520  C8 1.210
10 N -0.55010 0.37301 0.27450  C8 1.361, C11 1.422, H33 1.012
11 C -1.22068 -0.87141 0.43202  N10 1.422, C12 1.387, C16 1.410
12 C -0.43280 -1.97540 0.72146  C11 1.387, C13 1.381, H34 1.083
13 C -0.96810 -3.24761 0.77967  C12 1.381, C14 1.385, H35 1.079
14 C -2.31552 -3.41089 0.50459  C13 1.385, C15 1.378, H36 1.080
15 C -3.11606 -2.32003 0.24314  C14 1.378, C16 1.406, H37 1.077
16 C -2.61065 -1.00799 0.24126  C11 1.410, C15 1.406, N17 1.363
17 N -3.44517 0.05570 0.06579  C16 1.363, C18 1.448, C21 1.450
18 C -4.83764 -0.10514 -0.29923  N17 1.448, C19 1.525, H38 1.093, H39 1.101
19 C -5.36261 1.32424 -0.38278  C18 1.525, C20 1.525, H40 1.088, H41 1.090
20 C -4.56673 2.01530 0.71867  C19 1.525, C21 1.528, H42 1.088, H43 1.091
21 C -3.17991 1.40105 0.53639  N17 1.450, C20 1.528, H44 1.094, H45 1.096
22 C 2.39776 0.34057 -1.10699  C6 1.396, C23 1.381, H46 1.079
23 C 3.57172 -0.26705 -0.70563  C3 1.415, C22 1.381, O24 1.360
24 O 4.08329 -1.40772 -1.24044  C23 1.360, C25 1.407
25 C 3.36136 -2.04333 -2.26677  O24 1.407, H47 1.089, H48 1.095, H49 1.095
26 H 7.13374 -0.49009 1.76857  C1 1.089
27 H 6.63161 1.18722 1.44213  C1 1.095
28 H 5.75442 0.20779 2.65240  C1 1.096
29 H 4.41987 1.91531 1.75670  C4 1.078
30 H 2.32973 2.94436 1.04441  C5 1.080
31 H 0.32169 2.89974 -0.26926  C7 1.092
32 H 0.69699 2.47542 -1.94871  C7 1.092
33 H 0.21337 0.53623 0.91812  N10 1.012
34 H 0.62698 -1.82244 0.88085  C12 1.083
35 H -0.34082 -4.09514 1.00745  C13 1.079
36 H -2.75180 -4.39906 0.50648  C14 1.080
37 H -4.16303 -2.48405 0.04836  C15 1.077
38 H -4.92588 -0.64062 -1.24816  C18 1.093
39 H -5.38871 -0.66215 0.47377  C18 1.101
40 H -6.43933 1.38075 -0.23620  C19 1.088
41 H -5.11124 1.75832 -1.35043  C19 1.090
42 H -4.55442 3.09899 0.62309  C20 1.088
43 H -4.97399 1.75279 1.69647  C20 1.091
44 H -2.60438 1.38352 1.46614  C21 1.094
45 H -2.61993 1.97118 -0.21382  C21 1.096
46 H 1.80873 -0.07851 -1.90755  C22 1.079
47 H 3.93561 -2.93292 -2.52025  C25 1.089
48 H 3.27299 -1.40559 -3.15243  C25 1.095
49 H 2.36100 -2.34006 -1.93398  C25 1.095

Results of the Löwdin charge analysis, in e, for atoms 1 through 2: number 1, C, carries -0.086; number 2, O, carries -0.065

=====

*x*
Density functional theory data (wB97M-V/def2-TZVPD) for the molecule C20H24N2O3.

Its total charge is 0. As for the SMILES: CCc1cc(C)cc(OCCOc2ccccc2/C=N/NC(C)=O)c1. As for the LUMO energy: 0.4 eV. For the HOMO energy, the calculation gives -8.02 eV.

Each atom is followed by the atoms it is bonded to, with distances in Å.
Positions of all 49 atoms, in Å:
1 C -5.85374 1.02984 -2.14450  C2 1.323, H26 1.159, H27 1.251, H28 1.130
2 C -6.10360 0.77342 -0.87040  C1 1.323, C3 1.519, H29 1.178, H30 0.958
3 C -4.94264 0.37384 0.02349  C2 1.519, C4 1.443, C25 1.576
4 C -4.76713 -1.02335 0.33640  C3 1.443, C5 1.306, H31 1.003
5 C -3.54078 -1.33877 0.65559  C4 1.306, C6 1.584, C7 1.377
6 C -3.42128 -2.87100 1.03715  C5 1.584, H32 1.153, H33 1.133, H34 0.917
7 C -2.60458 -0.42495 1.08397  C5 1.377, C8 1.299, H35 1.198
8 C -2.69431 0.86456 0.95174  C7 1.299, O9 1.246, C25 1.555
9 O -1.81647 1.70243 1.23321  C8 1.246, C10 1.376
10 C -0.44299 1.68767 1.31049  O9 1.376, C11 1.691, H36 1.101, H37 1.306
11 C 0.02117 1.61412 -0.31435  C10 1.691, O12 1.357, H38 1.074, H39 0.995
12 O 1.26153 1.07728 -0.18868  C11 1.357, C13 1.515
13 C 1.56932 -0.40584 -0.23011  O12 1.515, C14 1.373, C18 1.215
14 C 0.48887 -1.25121 -0.27785  C13 1.373, C15 1.277, H40 1.086
15 C 0.93869 -2.44012 -0.40099  C14 1.277, C16 1.306, H41 1.068
16 C 2.11978 -2.92368 -0.12272  C15 1.306, C17 1.338, H42 1.193
17 C 3.11332 -2.03863 -0.26510  C16 1.338, C18 1.524, H43 1.146
18 C 2.75693 -0.57386 -0.03917  C13 1.215, C17 1.524, C19 1.542
19 C 3.93707 0.41806 -0.07571  C18 1.542, N20 1.250, H44 1.016
20 N 5.09626 -0.01021 0.10966  C19 1.250, N21 1.512
21 N 6.11982 1.04131 -0.25445  N20 1.512, C22 1.526, H45 0.852
22 C 7.53541 0.55713 0.04504  N21 1.526, C23 1.604, O24 1.382
23 C 8.38190 1.91986 0.06183  C22 1.604, H46 1.149, H47 0.900, H48 1.077
24 O 7.85962 -0.78622 0.07807  C22 1.382
25 C -3.96555 1.55731 0.38299  C3 1.576, C8 1.555, H49 1.010
26 H -5.49448 0.04019 -2.62866  C1 1.159
27 H -4.93048 1.80440 -2.48162  C1 1.251
28 H -6.74769 1.35007 -2.75673  C1 1.130
29 H -6.26283 1.79334 -0.30298  C2 1.178
30 H -6.93127 0.36369 -0.61613  C2 0.958
31 H -5.34777 -1.71371 -0.10213  C4 1.003
32 H -2.37254 -3.17865 1.40580  C6 1.153
33 H -3.58279 -3.32088 0.01046  C6 1.133
34 H -3.88932 -3.25818 1.72449  C6 0.917
35 H -1.80702 -0.74624 1.91778  C7 1.198
36 H -0.08555 2.51180 1.94792  C10 1.101
37 H -0.13032 0.55523 1.88196  C10 1.306
38 H 0.09854 2.68474 -0.26653  C11 1.074
39 H -0.70360 1.14767 -0.81139  C11 0.995
40 H -0.48245 -0.90129 -0.61460  C14 1.086
41 H 0.07409 -3.06551 -0.36137  C15 1.068
42 H 2.34794 -4.09071 -0.21671  C16 1.193
43 H 4.17324 -2.45351 -0.12760  C17 1.146
44 H 3.68512 1.40074 -0.12909  C19 1.016
45 H 5.82380 1.83410 -0.15786  N21 0.852
46 H 8.03340 2.33055 1.07664  C23 1.149
47 H 8.23532 2.31870 -0.73143  C23 0.900
48 H 9.39196 1.54892 0.09667  C23 1.077
49 H -4.14190 2.51557 0.11748  C25 1.010

Results of the Löwdin charge analysis, in e, for atoms 1 through 2: number 1, C, carries -0.185; number 2, C, carries -0.358

=====

Short version: *x* is the least stable of them.

=====

*w*
Density functional theory data (wB97M-V/def2-TZVPD) for a cluster of 3 separate species, C5H17NO2 in total.

Its total charge is 0. As for the SMILES: CC[C@@H](C)CN.O.O. As for the LUMO energy: 0.8 eV. For the HOMO energy, the calculation gives -8.77 eV.

Each atom is followed by the atoms it is bonded to, with distances in Å.
Positions of all 25 atoms, in Å:
1 C -2.10270 1.41048 -0.91521  C2 1.510, H7 1.093, H8 1.136, H9 1.125
2 C -0.60183 1.42599 -0.74748  C1 1.510, C3 1.577, H10 1.115, H11 1.115
3 C -0.11606 0.40234 0.34928  C2 1.577, C4 1.508, C5 1.692, H12 1.018
4 C -0.46115 -0.96877 -0.17437  C3 1.508, H13 1.134, H14 1.090, H15 1.098
5 C 1.57154 0.39912 0.46573  C3 1.692, N6 1.483, H16 1.097, H17 1.019
6 N 1.92713 -0.51540 1.57807  C5 1.483, H18 0.999, H19 1.007
7 H -2.29962 2.24115 -1.59803  C1 1.093
8 H -2.49732 0.52616 -1.50971  C1 1.136
9 H -2.75020 1.59205 -0.01327  C1 1.125
10 H -0.08680 1.19153 -1.70858  C2 1.115
11 H -0.22774 2.43750 -0.46406  C2 1.115
12 H -0.49048 0.68759 1.25229  C3 1.018
13 H -1.55763 -1.12057 -0.42066  C4 1.134
14 H 0.10174 -1.21016 -1.07661  C4 1.090
15 H -0.12894 -1.71521 0.55879  C4 1.098
16 H 2.06601 0.13897 -0.47807  C5 1.097
17 H 2.01045 1.31154 0.57846  C5 1.019
18 H 1.52111 -0.21195 2.43948  N6 0.999
19 H 2.88558 -0.82325 1.57515  N6 1.007
20 O -1.47275 -0.94084 3.11474  H21 0.973, H22 0.997
21 H -2.28026 -1.43749 3.33498  O20 0.973
22 H -1.10097 -1.55952 2.42720  O20 0.997
23 O 2.08602 -0.72108 -2.81752  H24 0.993, H25 0.947
24 H 2.11744 -1.41001 -2.10242  O23 0.993
25 H 1.88743 -1.13017 -3.64818  O23 0.947

Results of the Löwdin charge analysis, in e, for atoms 1 through 2: number 1, C, carries -0.139; number 2, C, carries -0.248

=====

*x*
Density functional theory data (wB97M-V/def2-TZVPD) for a cluster of 3 separate species, C5H17NO2 in total.

Its total charge is 0. As for the SMILES: CCCCNC.O.O. As for the LUMO energy: 0.3 eV. For the HOMO energy, the calculation gives -8.34 eV.

Each atom is followed by the atoms it is bonded to, with distances in Å.
Positions of all 25 atoms, in Å:
1 C -2.20251 -0.89211 -1.23458  C2 1.505, H7 1.043, H8 1.082, H9 1.118
2 C -1.54800 0.36809 -0.73747  C1 1.505, C3 1.475, H10 1.282, H11 1.111
3 C -0.42724 0.95504 -1.49488  C2 1.475, C4 1.643, H12 1.121, H13 1.149
4 C 0.71469 1.64293 -0.53402  C3 1.643, N5 1.497, H14 1.103, H15 1.111
5 N 1.51904 0.67813 0.28059  C4 1.497, C6 1.462, H16 1.082
6 C 2.82190 0.42809 -0.33454  N5 1.462, H17 1.135, H18 1.023, H19 1.068
7 H -2.35288 -0.62304 -2.23073  C1 1.043
8 H -3.13572 -1.06336 -0.71366  C1 1.082
9 H -1.58868 -1.82505 -1.19154  C1 1.118
10 H -2.51080 1.18993 -0.53748  C2 1.282
11 H -1.10462 0.21475 0.27010  C2 1.111
12 H 0.10056 0.11055 -2.01056  C3 1.121
13 H -0.51940 1.66548 -2.39348  C3 1.149
14 H 1.31668 2.38481 -1.08540  C4 1.103
15 H 0.17166 2.20291 0.25690  C4 1.111
16 H 0.96562 -0.25107 0.26022  N5 1.082
17 H 3.39248 -0.38644 0.21269  C6 1.135
18 H 2.69581 -0.03119 -1.24002  C6 1.023
19 H 3.45630 1.28583 -0.39052  C6 1.068
20 O -1.21037 0.23346 3.10357  H21 1.005, H22 0.991
21 H -0.76595 -0.63232 2.85114  O20 1.005
22 H -2.16680 -0.01057 3.01529  O20 0.991
23 O 0.72903 -2.34604 1.58723  H24 0.901, H25 1.083
24 H 0.39268 -3.15896 1.78068  O23 0.901
25 H 1.25655 -2.13986 2.51048  O23 1.083

Results of the Löwdin charge analysis, in e, for atoms 1 through 2: number 1, C, carries -0.128; number 2, C, carries -0.332

=====

Short version: *x* is the least stable of them.